21
Properties=species:S:1:pos:R:3:lowdin_charge:R:1 method="wB97M-V/def2-TZVPD" charge=+1
F -3.919 -1.284 -0.311 0.13
F -2.855 -0.462 1.857 0.18
C 2.782 -0.768 -0.463 -0.18
N -0.119 0.628 1.213 0.17
Cs -3.436 1.764 -2.486 1.45
F -2.671 1.590 1.143 0.13
C 1.368 -0.461 -0.108 -0.31
H 2.999 -1.826 -0.315 0.12
F -4.510 0.840 -0.315 -0.09
O 3.789 1.572 -0.061 -0.33
C -2.501 0.290 0.817 -0.44
H 2.958 -0.517 -1.513 0.12
N 1.115 0.365 0.915 0.14
C -1.050 0.047 0.466 -0.22
C -3.449 -0.022 -0.374 -0.48
O 5.260 -0.453 0.243 -0.32
H 3.603 0.123 1.651 0.08
H -2.980 0.141 -1.327 -0.10
N 0.420 -1.035 -0.848 0.14
N -0.821 -0.760 -0.553 0.13
S 4.016 0.229 0.370 0.67



52
Properties=species:S:1:pos:R:3:lowdin_charge:R:1 method="wB97M-V/def2-TZVPD" charge=-1
H 2.428 0.049 4.123 0.10
C -2.522 -5.079 2.461 0.00
C -0.946 3.550 -5.795 -0.01
N -1.074 -3.709 3.907 -0.36
N -0.017 0.874 3.655 -0.05
N 2.156 1.201 -1.971 -0.20
C -4.716 -3.493 3.118 -0.07
H -1.384 4.491 -6.099 0.11
N -0.880 2.819 -8.146 -0.36
O 1.073 1.611 -1.299 -0.40
H 2.324 0.082 1.030 0.07
C -0.124 2.110 -4.047 -0.05
O -0.612 1.933 -8.935 0.06
C 3.000 0.035 1.913 -0.22
H 4.942 0.996 2.114 0.09
H 0.165 0.590 -7.058 0.11
H 0.034 -1.217 3.291 0.07
H 0.082 1.933 -2.996 0.07
C -0.690 3.315 -4.450 -0.05
H -0.712 1.282 3.031 0.02
O -0.998 -2.781 4.684 0.07
H -5.570 -2.877 3.370 0.11
H 4.371 2.175 0.193 0.03
H -3.371 -2.389 4.365 0.12
H 0.720 1.581 3.687 0.03
C -3.475 -3.218 3.678 0.00
C -0.632 2.568 -6.727 -0.16
O -1.338 3.900 -8.461 0.06
C -2.387 -4.011 3.339 -0.14
C 3.721 2.465 1.058 -0.33
H 0.456 2.568 1.637 -0.09
H 0.620 0.195 -4.670 0.11
H 0.354 -0.149 1.829 0.10
H -3.884 -6.177 1.220 0.11
H 1.525 4.598 -0.270 -0.12
C -3.767 -5.349 1.908 -0.07
C -0.075 1.356 -6.334 -0.01
C 3.866 1.329 2.150 -0.31
H 3.702 -0.819 1.722 0.10
In 1.640 2.890 0.328 0.53
C 0.563 -0.287 2.924 -0.28
H 3.733 1.738 3.186 0.09
O 2.429 0.055 -1.698 -0.07
C 2.123 -0.422 3.161 -0.18
H 2.291 -1.525 3.290 0.09
H -0.927 4.073 -3.714 0.11
H -1.676 -5.699 2.200 0.12
C -4.860 -4.555 2.233 -0.08
H -5.829 -4.763 1.793 0.10
H 4.105 3.425 1.494 0.02
C 0.180 1.132 -4.988 -0.05
O -0.136 -4.400 3.565 0.08



101
Properties=species:S:1:pos:R:3:lowdin_charge:R:1 method="wB97M-V/def2-TZVPD" charge=-1
C -2.896 0.113 -3.549 -0.27
H -0.910 -0.342 1.789 -0.12
C -3.388 2.619 0.545 -0.61
O -0.425 -1.911 0.888 -0.46
H 3.291 -4.076 3.879 0.12
O 2.086 -5.642 -0.622 -0.07
C -1.501 -2.194 2.650 -0.59
C 0.278 3.065 2.495 -0.24
H 2.415 2.246 -0.704 0.11
C 2.269 -2.889 2.400 -0.24
C 2.404 1.248 -2.648 -0.25
H 2.905 1.187 2.856 0.04
Cl -1.277 0.111 4.078 0.60
H 5.035 -0.615 0.509 0.14
Cl -3.240 -1.934 2.419 0.83
O 2.248 1.832 3.212 -0.07
H 4.189 2.591 1.841 0.07
H 2.604 -2.572 4.482 0.13
H 6.124 1.498 1.309 0.12
O 0.066 -5.692 -2.728 -0.06
H -0.478 3.092 1.704 0.10
H 3.471 0.783 -0.934 0.08
H -2.303 2.503 0.542 0.05
H 0.348 -0.984 2.833 0.07
H 5.578 1.550 -0.453 0.12
H -0.063 2.708 -0.909 0.11
C 4.497 0.251 0.915 -0.24
H -2.532 0.736 -2.729 0.10
H -3.852 1.993 -4.739 0.08
H -2.449 -0.884 -3.450 0.12
O -2.913 2.032 -4.956 -0.07
H -4.297 -1.001 1.468 -0.07
H 1.456 -3.704 -0.391 0.10
H -2.374 3.693 -2.590 0.13
H 0.246 -4.943 -0.079 0.13
O -4.559 -2.133 -1.697 -0.07
H -2.923 -2.237 -0.413 0.11
H 2.043 2.094 -3.248 0.11
H -3.754 2.662 -0.473 0.07
H -1.107 -2.843 1.872 0.04
C -0.483 2.990 -1.882 -0.25
H -3.719 0.540 0.951 -0.22
Cl -0.130 -0.710 0.145 0.77
H -1.364 -2.713 3.598 0.08
H 0.393 -3.094 2.028 0.01
H 2.072 2.616 1.279 0.10
H 0.607 4.572 -1.772 0.09
H 4.276 -0.763 2.627 0.06
H 0.568 4.555 3.785 0.08
H -0.580 2.045 -2.416 0.10
H -2.452 2.702 -1.139 0.05
H -4.608 -0.624 -2.894 0.05
O 0.366 3.955 -2.468 -0.04
H 1.758 -6.501 -0.895 0.07
O 0.736 4.350 2.866 -0.05
H -4.004 -2.772 -2.157 0.10
H -2.772 4.895 -0.635 0.01
H 0.071 -3.636 -2.383 0.11
H 3.527 0.188 0.410 0.07
C 5.296 1.472 0.592 -0.20
Cl -5.745 1.562 1.268 0.62
C 1.458 2.187 2.073 -0.24
H 4.762 -2.160 4.287 0.11
H 0.756 -6.362 -2.731 0.07
C 3.053 1.690 -1.386 -0.21
H 1.559 -4.211 -2.811 0.12
C 1.065 -4.659 -0.746 -0.23
O 4.190 2.525 -1.715 -0.08
O 4.208 0.172 2.311 -0.09
H -0.296 2.579 3.290 0.08
H -3.794 1.521 2.439 0.06
H -2.804 -0.001 -0.083 0.12
H -4.336 -3.071 0.078 0.12
O -0.600 -0.926 -1.209 -0.29
O 1.282 -0.455 0.262 -0.27
O 4.359 -2.341 3.434 -0.07
O -3.745 0.247 -0.016 -0.07
O 1.009 -3.469 2.659 -0.06
H 2.508 0.114 -4.204 0.07
C 0.695 -4.519 -2.210 -0.24
O -4.305 0.106 -3.452 -0.06
Cl -3.696 4.206 1.350 0.61
C -4.011 -2.117 -0.363 -0.23
C 3.128 -3.022 3.633 -0.21
C -1.877 3.511 -1.631 -0.28
H -2.723 0.143 -5.731 0.12
H 2.124 -1.825 2.182 0.10
H 2.739 -3.359 1.530 0.12
O -1.853 4.647 -0.769 -0.10
O -0.853 0.369 0.773 -0.30
H -1.324 0.772 -4.889 0.12
O 4.597 2.679 0.971 -0.08
H 4.190 3.259 -1.097 0.07
C -2.412 0.699 -4.835 -0.24
C -0.728 -0.897 2.710 -0.66
C -3.960 1.517 1.365 -0.67
H 1.459 0.724 -2.443 0.10
O 3.130 0.387 -3.529 -0.06
H 0.964 1.328 1.593 0.07
H -5.555 -0.740 0.232 0.11
C -4.489 -0.890 0.396 -0.30



70
Properties=species:S:1:pos:R:3:nbo_charge:R:1 method="wB97M-V/def2-TZVPD" charge=0 e_above_lowest_kj_mol=72.0
C 3.619 -0.445 -1.706 -0.31
H -0.703 -1.923 -0.501 0.20
H 1.618 -2.198 0.621 0.44
H -3.197 -1.621 -2.337 0.22
H 1.098 -4.548 -1.389 0.22
N 1.232 2.621 0.081 -0.52
H 0.858 -5.382 0.932 0.42
H -4.750 2.696 -0.530 0.21
C -3.825 -3.125 -0.917 -0.09
H 3.572 -0.800 -0.692 0.22
H 1.548 5.834 0.288 0.21
H 1.957 -0.515 2.434 0.21
H 1.784 2.089 -1.878 0.21
C 1.852 -4.384 -0.637 -0.09
C 1.693 2.904 -1.183 -0.07
C 3.735 2.577 2.681 -0.30
C -3.971 -2.288 -1.987 -0.30
C -5.635 2.080 -0.490 -0.08
C 1.159 3.782 0.831 -0.08
H 0.974 1.699 0.402 0.43
H -0.221 1.006 2.624 0.23
C -5.307 -2.407 -2.452 -0.30
C 2.604 -4.334 1.460 -0.08
C -0.354 -1.358 0.351 -0.07
H 3.406 -3.184 -1.538 0.25
H -1.909 0.115 0.619 0.23
C 3.599 3.585 4.691 -0.08
H 2.619 -4.467 2.528 0.22
H -5.802 -1.777 -3.172 0.23
N 2.939 0.330 -3.680 -0.50
H 3.399 1.766 5.749 0.41
C 3.654 3.845 3.354 -0.30
H -4.795 0.046 -0.330 0.23
C -7.742 1.468 -0.817 -0.09
H 4.917 0.884 -4.438 0.22
C -0.046 0.201 1.931 -0.32
H 3.671 0.548 3.589 0.20
C -5.648 0.691 -0.449 -0.30
H -8.805 1.608 -0.908 0.21
C -0.967 -0.291 0.947 -0.32
H -3.015 -3.202 -0.212 0.21
C -7.002 0.315 -0.638 -0.30
N 1.611 -4.783 0.652 -0.51
H 4.428 -3.206 1.040 0.23
H -6.875 -3.872 -1.845 0.21
H 2.370 0.567 -4.470 0.41
H 2.191 4.911 -2.055 0.22
C 4.738 -0.013 -2.455 -0.30
C 1.842 4.260 -1.270 -0.31
H -7.220 3.448 -0.988 0.41
C 3.647 1.624 3.661 -0.08
C 4.303 0.492 -3.646 -0.09
H 5.734 0.112 -2.060 0.22
H 3.761 4.805 2.878 0.23
N 0.907 -1.519 0.853 -0.53
C 2.524 -0.275 -2.544 -0.09
H 3.499 4.277 5.512 0.21
C -5.885 -3.463 -1.763 -0.08
N -6.868 2.522 -0.843 -0.50
C 1.501 4.796 -0.007 -0.32
H 1.505 -0.608 -2.420 0.22
C 3.011 -3.652 -0.653 -0.32
H 0.953 3.739 1.885 0.22
C 1.117 -0.503 1.757 -0.08
N -4.982 -3.837 -0.807 -0.50
H -7.452 -0.665 -0.638 0.22
N 3.599 2.233 4.888 -0.52
H 3.798 2.442 1.615 0.24
H -5.097 -4.616 -0.183 0.41
C 3.523 -3.658 0.671 -0.32



124
Properties=species:S:1:pos:R:3:lowdin_charge:R:1 method="wB97M-V/def2-TZVPD" charge=0
O -1.204 -1.901 5.958 0.06
H -2.561 0.820 0.360 0.11
H 1.847 2.636 -2.044 0.14
C -1.931 1.124 -1.789 -0.16
O -1.030 8.849 -2.939 0.07
H 1.179 0.217 5.586 0.14
C 1.363 -4.264 10.165 -0.55
H -4.982 -0.243 1.647 0.09
H 2.931 4.167 2.750 0.14
H 6.226 -2.880 1.859 0.08
C -0.709 -0.599 6.258 -0.12
O 2.283 -3.944 9.215 0.06
C -3.180 -2.030 -0.098 -0.09
C 0.624 -4.747 -1.306 -0.32
O 1.430 3.674 4.103 0.07
O -3.412 -3.133 -5.611 0.05
O 3.740 2.204 0.016 -0.23
O -5.599 -0.218 -1.544 0.05
C 0.630 -5.209 8.271 -0.13
C 3.115 0.030 -3.650 -0.06
N -3.444 -0.790 -0.884 -0.14
O -2.847 -4.277 -7.458 0.07
H 1.344 -4.167 0.723 0.08
C -4.227 -4.298 -5.635 -0.13
H 3.260 -0.284 0.090 0.13
O -2.981 7.901 -2.301 0.14
O 0.592 -0.338 -3.112 0.23
C -3.627 5.400 0.370 -0.11
H 3.763 -0.266 -2.748 0.12
C -2.056 7.966 -3.056 -0.55
H -0.031 0.029 4.299 0.12
O 4.726 -1.065 1.359 -0.19
H -3.992 5.633 1.374 0.14
C -2.428 6.215 -0.010 -0.13
C 3.963 2.353 -1.423 -0.14
H 6.034 -3.622 0.181 0.08
H 0.918 -5.759 -0.875 0.10
H -2.592 -1.856 0.868 0.09
C 4.384 -0.156 0.278 -0.19
H 4.059 3.464 -1.615 0.13
C -4.772 -0.225 -0.616 -0.40
C -2.710 -3.110 -6.775 -0.55
H -3.649 0.600 -3.073 0.10
H 3.686 -0.090 -4.631 0.14
C -1.778 4.147 0.554 -0.54
O 2.802 1.434 -3.505 -0.17
H 3.970 -2.351 -0.190 0.10
H -5.224 -4.024 -5.992 0.14
H 2.243 0.956 -1.472 0.12
O -1.072 3.205 0.765 0.15
C -0.216 -2.566 5.303 -0.56
O -2.056 -2.183 -7.149 0.16
C 0.409 2.785 3.979 -0.56
H -4.177 -5.844 -7.151 0.13
H 0.712 7.845 -3.366 0.14
O 0.801 -1.731 4.964 0.06
C -5.214 0.431 0.767 0.00
H 1.520 -2.785 -0.466 0.07
H 3.181 2.677 3.686 0.13
C -0.814 7.693 -4.899 -0.13
C -2.512 0.666 -3.199 -0.18
H 2.252 1.724 1.695 0.11
H 1.264 3.158 1.355 0.12
H 2.252 -4.297 7.166 0.13
O 0.431 -5.127 9.678 0.06
H -2.515 -2.697 -0.746 0.09
C -2.025 -0.769 -3.704 -0.06
H -1.431 -0.444 -0.313 0.12
B 0.952 -3.044 -3.318 -0.58
O 1.768 -2.256 -4.223 0.22
C 0.358 -0.403 5.224 -0.13
C 1.663 2.520 2.147 -0.13
O -1.341 5.431 0.475 0.07
H -6.294 0.772 0.722 0.09
H -4.112 -2.604 0.188 0.10
H -2.746 -5.814 -6.096 0.13
O -0.525 2.717 4.729 0.14
O -3.121 4.069 0.361 0.05
H 0.432 -6.218 7.909 0.14
H 5.127 -4.377 1.574 0.07
C 4.774 1.367 0.604 -0.15
H 2.584 -4.453 -2.471 0.09
C 2.629 1.809 -2.135 -0.18
O -1.895 7.164 -4.141 0.07
C -0.032 8.462 -3.877 -0.13
C -2.361 0.182 -0.557 -0.17
H -0.311 -0.597 7.277 0.14
H 2.748 -5.664 8.188 0.13
I 0.954 -6.107 -4.016 0.81
O -0.239 -3.736 5.055 0.14
H -1.216 8.334 -5.689 0.14
H -2.431 7.203 0.451 0.14
H -2.734 -1.622 -3.440 0.11
H 4.985 -0.458 -0.638 0.12
H -2.326 6.329 -1.087 0.10
B -0.549 -1.200 -3.236 -0.42
H -0.231 6.893 -5.356 0.14
H -2.407 2.147 -1.567 0.10
H -2.009 -0.733 -4.849 0.12
H -0.142 -3.227 0.205 0.07
O 1.372 -3.841 11.282 0.16
C 0.845 -3.644 -0.167 -0.10
C -3.501 -5.196 -6.592 -0.13
H 5.759 1.683 0.130 0.13
H -4.448 5.511 -0.339 0.14
H 4.882 1.523 1.723 0.13
O 0.580 1.985 2.895 0.04
B 1.775 -0.909 -3.674 -0.37
H -0.805 1.333 -1.799 0.11
O -0.354 -2.612 -2.918 0.20
H 0.463 9.337 -4.300 0.14
C 2.066 -4.812 8.109 -0.13
H -2.356 1.459 -4.010 0.12
H -0.497 -4.807 -1.532 0.10
C 2.436 3.292 3.171 -0.12
C 5.490 -3.384 1.157 -0.07
C 4.249 -2.380 0.921 -0.24
H -0.055 -4.514 7.777 0.12
H -4.587 1.383 0.876 0.07
C 1.466 -4.448 -2.646 -0.55
H -4.314 -4.732 -4.639 0.14
H 3.320 -2.706 1.479 0.11
H -1.501 0.146 6.186 0.14
H 4.830 1.730 -1.803 0.13



71
Properties=species:S:1:pos:R:3:mulliken_spin:R:1 method="wB97M-V/def2-TZVPD" charge=+4 multiplicity=5 e_above_lowest_kj_mol=0.0
C 3.677 -2.723 2.165 0.01
O 1.746 0.892 -0.553 0.20
C 1.232 0.861 -1.605 0.62
C -0.696 -0.787 1.843 0.61
O -1.636 1.828 0.023 0.02
H -3.450 -3.136 3.387 0.00
C -0.032 -3.989 -0.421 0.15
H 2.526 0.057 2.838 0.00
H -3.547 4.106 -0.900 0.00
C 1.859 -3.431 -2.425 0.14
H 0.527 -1.809 -3.032 0.07
H -0.261 3.921 2.640 0.00
O 0.249 -0.141 1.672 0.20
C -0.302 3.611 1.588 0.00
Pt 1.593 -2.562 -0.431 1.14
C -2.241 5.124 1.368 0.00
H -1.948 -3.618 2.548 -0.01
H -1.796 1.211 -2.243 -0.01
H -0.790 -4.244 0.319 0.04
H 4.684 -1.971 -0.820 0.01
H -1.603 5.639 2.093 0.00
H 1.178 -0.205 -4.657 0.00
C -0.295 -2.969 -1.364 0.00
H 0.905 1.346 -5.489 0.00
C -3.373 -1.466 0.755 0.04
H -1.367 -0.087 -3.355 -0.01
H 4.654 -2.492 2.601 0.00
H 2.367 1.091 -4.510 0.00
C -2.420 -2.832 3.157 0.02
H 5.585 -1.266 0.583 0.00
P -2.426 -1.278 2.269 0.07
N -1.648 3.825 1.094 0.00
H -4.285 3.444 0.591 0.00
H 2.591 -3.177 -3.193 0.00
C -1.286 0.994 -3.189 0.04
H -0.002 3.527 -1.933 -0.01
P 3.246 -1.388 1.027 0.05
C 4.692 -1.195 -0.048 0.00
C 0.585 3.270 -2.828 0.05
H -1.856 -2.747 4.096 0.00
C 0.682 -2.648 -2.350 0.14
C 3.284 0.101 2.055 0.01
H -1.234 -2.409 -1.312 0.04
C -2.227 2.897 0.289 0.00
H -3.249 5.019 1.792 0.00
H 2.900 -2.796 2.937 0.00
H -3.404 0.905 2.545 -0.01
H 4.624 -0.219 -0.544 0.00
C -2.947 0.161 3.209 0.04
H -3.071 -2.383 0.229 -0.01
H -2.316 5.743 0.460 0.00
H -2.087 0.645 3.692 0.00
H 0.231 3.866 -3.694 0.02
H 3.086 0.986 1.448 0.00
H 0.426 4.219 1.028 0.00
C 1.292 0.884 -4.570 0.01
H -4.443 -1.540 1.009 0.00
H 4.286 0.168 2.507 0.00
H -3.682 -0.117 3.978 0.01
H 1.642 3.501 -2.624 0.00
H -3.212 -0.622 0.071 -0.01
C 1.241 -4.611 -0.378 0.10
C -3.592 3.232 -0.235 0.00
H 1.469 -5.309 0.413 0.01
H 3.161 -4.810 -1.373 0.01
C 2.188 -4.354 -1.414 0.12
H -3.967 2.376 -0.802 0.00
H 3.693 -3.669 1.613 0.00
P 0.429 1.486 -3.128 0.06
H -0.028 2.560 1.503 0.00
H -1.809 1.503 -4.011 0.00



15
Properties=species:S:1:pos:R:3:nbo_charge:R:1 method="wB97M-V/def2-TZVPD" charge=+1 e_above_lowest_kj_mol=353.3
H 0.656 0.181 1.254 0.47
H -0.323 2.183 -2.254 0.26
H -1.711 1.987 -0.961 0.22
O 1.120 -1.805 -1.432 -1.00
H 0.556 -2.631 -1.572 0.50
H -0.888 -1.806 2.933 0.50
H 1.090 2.197 -0.073 0.20
H 1.123 -0.123 -0.422 0.47
H -1.888 -0.576 3.094 0.50
N 0.418 0.197 0.181 -0.68
C 0.144 1.601 -0.162 -0.08
O -1.176 -0.941 2.550 -0.99
C -0.655 1.946 -1.171 -0.32
H 1.938 -2.088 -1.915 0.50
H -0.405 -0.324 -0.049 0.45



16
Properties=species:S:1:pos:R:3:nbo_charge:R:1 method="wB97M-V/def2-TZVPD" charge=0 e_above_lowest_kj_mol=264.6
O -1.531 -1.308 -0.213 -0.46
H -2.934 -0.627 1.345 0.13
O 3.090 -0.505 0.133 -0.68
H 3.214 -1.425 -0.222 0.47
H 2.303 1.984 -0.027 0.23
C 1.550 1.258 -0.034 -0.29
C 0.813 -1.169 -0.014 -0.36
C 0.246 1.658 -0.067 -0.20
H 1.233 -2.147 0.467 0.24
C -0.750 0.692 -0.153 0.17
O -2.054 0.940 0.098 -0.48
C -2.525 -0.456 0.141 0.22
C 1.749 -0.184 -0.009 0.32
C -0.436 -0.639 -0.096 0.26
H -0.254 2.645 0.158 0.23
H -3.483 -0.412 -0.480 0.19



no.,DFT total energy (a.u.)
1,-1379.8587
2,-1522.4971
3,-4600.6432
4,-1471.1539
5,-3677.2295
6,-2247.5397
7,-287.0618
8,-495.9612